[1]
C29H28F5N4O2 | ωB97M-V/def2-TZVPD

Geometry as XYZ:
```
68
Properties=species:S:1:pos:R:3
F 2.47 1.45 3.37
F 6.89 -0.05 2.59
F 3.23 -2.39 0.70
F 5.17 1.79 3.64
F 5.92 -2.17 1.16
O -4.48 9.04 3.19
O 2.44 -2.86 3.88
N -0.73 -1.47 2.99
N 0.32 -3.55 3.28
N -3.94 8.12 1.17
N -3.89 4.07 2.38
C -3.89 6.77 1.57
C -4.16 6.39 2.87
C 4.69 0.74 2.95
C 3.70 -1.39 1.47
C -7.47 1.21 2.10
C -6.12 1.38 2.26
C -1.03 -2.95 3.00
C -3.86 0.48 2.56
C -4.29 10.55 1.44
C 1.36 -0.67 1.91
C 5.07 -1.25 1.66
C 0.73 -1.27 3.16
C -1.53 -3.42 1.65
C -3.61 4.45 1.14
C -4.26 9.18 2.01
C 1.31 -2.63 3.50
C 3.32 0.58 2.78
C -1.60 -0.42 2.86
C -3.59 5.74 0.69
C -8.01 -0.07 2.07
C -7.19 -1.17 2.22
C 2.82 -0.47 2.03
C 5.57 -0.18 2.39
C -5.84 -1.01 2.38
C 0.62 -4.97 3.41
C -4.15 5.06 3.22
C -2.95 -0.56 2.66
C -1.97 -3.32 4.15
C -5.26 0.27 2.40
H 1.17 -1.34 1.06
H -3.51 1.50 2.59
H -4.98 11.17 2.01
H 0.89 0.29 1.67
H -3.37 3.65 0.45
H -4.40 7.15 3.59
H -5.22 -1.88 2.50
H -1.53 -3.03 5.10
H -1.71 -4.50 1.65
H -7.61 -2.16 2.21
H 0.15 -5.39 4.30
H -1.18 0.57 2.92
H -3.29 11.00 1.48
H -3.33 -1.55 2.58
H -8.11 2.06 1.99
H 1.70 -5.09 3.50
H -9.07 -0.20 1.95
H -3.77 8.33 0.19
H -5.69 2.37 2.27
H -2.93 -2.83 4.06
H -2.46 -2.93 1.37
H 0.28 -5.51 2.54
H -3.36 5.97 -0.33
H -4.36 4.79 4.25
H 0.90 -0.59 4.02
H -0.80 -3.20 0.87
H -2.13 -4.40 4.17
H -4.62 10.53 0.40
```

The gap between HOMO and LUMO is 6.799 eV. For the LUMO energy, the calculation gives -4.7233 eV. The maximum force is 3.06 eV Å⁻¹. Its total charge is +1. The HOMO energy comes out at -11.52 eV.

=====

[2]
C29H28F6N8O3PRbSSbSe2 | ωB97M-V/def2-TZVPD

Geometry as XYZ:
```
80
Properties=species:S:1:pos:R:3
Sb 2.34 4.34 -2.20
Rb 1.50 1.28 -0.20
Se -0.51 -1.51 -0.88
Se -3.98 -0.67 0.11
S -0.44 2.41 3.26
P -2.65 -2.17 -0.47
F 0.54 5.00 -2.18
F 4.06 3.56 -2.13
F 2.48 4.68 -4.04
F 2.98 6.04 -1.72
F 2.13 3.93 -0.33
F 1.62 2.62 -2.57
O 5.41 -0.05 0.98
O -0.29 0.30 -2.88
O -0.95 2.47 -0.50
N -0.23 4.37 1.53
N 3.22 -0.71 -1.72
N -1.14 -0.33 -2.40
N -3.16 2.90 -0.32
N -1.99 3.42 -2.26
N 3.23 -0.82 1.01
N 0.85 -0.68 2.24
N 0.23 4.96 3.75
C 0.06 5.60 1.07
C 1.87 -1.07 3.00
C 1.71 -1.57 4.29
C -1.15 -5.39 1.56
C -0.64 -1.28 4.01
C 4.40 -0.35 0.39
C -5.00 -4.00 -3.23
C -0.38 -0.79 2.74
C 0.46 6.56 1.95
C -3.17 -3.10 -1.94
C 0.43 -1.67 4.80
C 3.27 -0.89 2.43
C -4.54 -3.22 -2.17
C 3.15 -0.60 -3.04
C 4.12 0.04 -3.81
C -0.11 3.99 2.85
C -2.27 -3.75 -2.79
C -2.73 -4.52 -3.84
C 5.21 0.58 -3.17
C 4.30 -0.21 -1.12
C 5.31 0.45 -1.79
C -4.10 -4.65 -4.06
C -1.98 2.91 -1.01
C -1.40 -4.44 0.58
C -2.96 -3.33 2.04
C -2.31 -3.41 0.82
C -1.81 -5.30 2.79
C -2.71 -4.28 3.02
C 0.51 6.16 3.30
H -6.06 -4.09 -3.40
H 3.92 -1.73 2.71
H -5.23 -2.70 -1.53
H -1.61 -6.04 3.55
H 0.79 6.88 4.06
H -0.89 -4.52 -0.37
H 3.77 -0.01 2.86
H -2.03 -5.01 -4.50
H 6.15 0.85 -1.23
H 0.27 -2.05 5.80
H 3.99 0.12 -4.88
H 5.97 1.11 -3.72
H -0.04 5.75 0.01
H -4.46 -5.25 -4.88
H -1.66 -1.33 4.37
H -1.20 -3.64 -2.63
H -4.03 2.97 -0.83
H 0.72 7.55 1.63
H -3.22 -4.22 3.97
H 2.57 -1.86 4.87
H -1.18 -0.44 2.11
H -1.07 3.68 -2.61
H -3.66 -2.52 2.21
H -0.45 -6.18 1.38
H -3.16 2.28 0.48
H -0.53 3.65 0.88
H -2.75 4.00 -2.56
H 2.27 -1.03 -3.52
```

As for the energy above the lowest of the compared OMol25 structures with the same formula, charge and spin: 12.0 kcal per mole. The gap between HOMO and LUMO (spin up / spin down) is 6.962 / 5.179 eV. For the LUMO energy (spin up / spin down), the calculation gives -0.7331 / -2.5157 eV. The spin multiplicity is 2. The maximum force is 0.62 eV Å⁻¹. Its total charge is 0. The HOMO energy (spin up / spin down) comes out at -7.70 / -7.70 eV.

=====

[3]
C29H28I2N3O4PS2Ta | ωB97M-V/def2-TZVPD

Geometry as XYZ:
```
70
Properties=species:S:1:pos:R:3
Ta -0.21 -0.57 0.53
I -0.13 2.70 0.21
I -2.30 2.62 1.75
S -0.17 -2.62 0.82
S -0.25 -0.69 -2.68
P 2.36 -0.16 1.10
O -1.13 -1.75 -2.39
O 0.26 -0.40 -3.96
O -2.03 -0.19 -0.10
O 0.47 -0.11 -1.52
N -0.20 -0.20 2.69
N -4.83 -1.16 -1.86
N -3.83 -0.29 -1.56
C 3.49 2.87 -1.39
C 4.32 -3.72 0.94
C 4.71 -1.15 -0.05
C 3.02 1.41 0.48
C -3.69 1.00 -2.16
C 5.65 -2.15 -0.29
C 1.05 -0.13 3.50
C 3.57 -1.45 0.68
C 2.08 -0.06 5.65
C -3.11 -0.83 -0.55
C 5.45 -3.43 0.20
C -4.76 -2.22 -1.04
C -2.48 1.41 -2.70
C 3.37 -2.74 1.18
C 3.46 2.39 1.36
C 3.33 -0.05 5.05
C 3.44 -0.08 3.67
C 3.03 1.65 -0.90
C -5.72 -3.35 -1.12
C -5.75 -0.98 -2.99
C 3.93 3.61 0.86
C -3.38 3.55 -3.23
C -3.67 -2.03 -0.18
C 2.29 -0.11 2.88
C -2.30 2.67 -3.23
C -4.60 3.16 -2.68
C 0.93 -0.10 4.88
C -4.76 1.89 -2.14
C 3.94 3.84 -0.51
H 4.31 4.79 -0.89
H 4.17 -4.72 1.34
H 1.99 -0.03 6.73
H 6.18 -4.20 0.00
H -6.72 -0.64 -2.64
H -1.64 0.71 -2.68
H -0.72 0.66 2.89
H 4.42 -0.10 3.20
H -0.75 -0.97 3.10
H -0.05 -0.12 5.35
H -3.27 4.54 -3.66
H 3.51 3.04 -2.45
H 2.73 0.88 -1.59
H -5.58 -4.02 -0.28
H -5.86 -1.93 -3.50
H 4.90 -0.15 -0.41
H 4.22 -0.04 5.66
H 2.49 -2.98 1.77
H -5.70 1.61 -1.70
H 3.46 2.23 2.43
H -5.43 3.86 -2.66
H -1.35 2.96 -3.67
H -3.36 -2.70 0.60
H -5.33 -0.25 -3.68
H -5.57 -3.92 -2.04
H 4.29 4.36 1.54
H 6.55 -1.91 -0.85
H -6.75 -2.99 -1.12
```

As for the energy above the lowest of the compared OMol25 structures with the same formula, charge and spin: 32.9 kcal per mole. The gap between HOMO and LUMO is 5.713 eV. For the LUMO energy, the calculation gives -10.6074 eV. The maximum force is 1.95 eV Å⁻¹. Its total charge is +3. The HOMO energy comes out at -16.32 eV.

=====

[4]
C29H28N2O5S2 | ωB97M-V/def2-TZVPD

Geometry as XYZ:
```
66
Properties=species:S:1:pos:R:3
S -1.21 0.00 -1.83
S 1.68 -0.64 -1.55
O 0.52 1.59 -0.59
O 2.46 0.22 -2.44
O -2.30 -0.35 -0.94
O 2.35 -1.39 -0.51
O -1.36 1.08 -2.79
N -3.74 -1.04 3.06
N 2.94 -1.44 3.72
C -0.82 0.64 4.17
C -2.84 -1.92 2.55
C 1.84 -2.21 3.52
C 1.30 -2.71 -3.44
C 0.48 -3.51 -4.24
C -0.89 -3.22 -4.35
C -1.32 1.68 4.95
C 3.15 2.00 2.29
C -1.43 -2.12 -3.66
C 1.62 -0.30 2.30
C 0.92 2.60 -1.57
C -1.52 -1.37 2.65
C -2.69 1.97 4.98
C 1.89 1.99 1.71
C 0.31 0.29 -0.94
C -0.62 -1.42 -2.76
C 0.73 -1.71 -2.64
C -3.08 0.08 3.58
C 1.67 -3.50 4.21
C -3.24 -3.25 2.05
C 4.09 -1.80 4.55
C -5.18 -1.25 3.12
C -0.33 -1.84 2.08
C -3.60 1.13 4.31
C 1.11 0.83 1.70
C -1.69 -0.17 3.46
C 3.65 0.89 3.00
C 0.96 -1.53 2.61
C 2.86 -0.25 2.98
H 4.57 -2.72 4.18
H 0.90 -4.33 -4.82
H -3.86 -3.25 1.14
H -4.68 1.26 4.40
H 1.72 -3.39 5.31
H 2.41 -4.27 3.90
H -3.05 2.81 5.56
H 0.25 0.44 4.11
H 0.14 0.75 1.24
H 0.67 -3.86 3.94
H 1.20 3.48 -0.98
H -1.53 -3.81 -5.01
H 4.58 0.91 3.56
H 1.77 2.18 -2.11
H -0.62 2.27 5.56
H 0.04 2.73 -2.19
H -2.46 -1.81 -3.83
H -5.63 -0.33 3.52
H 1.51 2.91 1.25
H -0.39 -2.49 1.23
H -5.44 -2.09 3.78
H -2.30 -3.78 1.83
H 3.74 2.92 2.23
H -5.58 -1.45 2.11
H -3.78 -3.79 2.85
H 4.82 -0.99 4.49
H 2.38 -2.85 -3.44
H 3.79 -1.95 5.60
```

As for the energy above the lowest of the compared OMol25 structures with the same formula, charge and spin: 0.2 kcal per mole. The gap between HOMO and LUMO is 4.245 eV. For the LUMO energy, the calculation gives -1.9053 eV. The maximum force is 3.07 eV Å⁻¹. Its total charge is 0. The HOMO energy comes out at -6.15 eV.

=====

[5]
C29H29Br2N4O6STl | ωB97M-V/def2-TZVPD

Geometry as XYZ:
```
72
Properties=species:S:1:pos:R:3
Tl -0.76 0.24 0.18
Br -0.45 0.88 -5.52
Br -0.45 6.44 -4.59
S -0.38 -3.03 -0.51
O -4.56 1.31 2.53
O -0.72 -3.04 0.96
O -4.03 0.24 7.28
O -1.99 0.73 8.18
O -0.81 0.79 -2.45
O -3.01 0.68 1.04
N -1.09 0.97 3.27
N 1.59 2.54 1.47
N -0.93 2.86 -0.67
N 2.30 -0.24 -0.68
C -1.90 -2.69 -1.48
C -2.21 0.70 5.83
C -0.21 -4.76 -1.00
C 4.43 -0.93 0.15
C -0.84 0.71 5.66
C -0.92 5.19 -0.19
C -2.81 0.54 7.24
C 1.95 -4.36 -2.38
C -3.00 0.80 4.69
C -0.50 3.62 -4.74
C 6.58 0.21 -0.56
C -3.40 1.00 2.22
C -2.42 0.94 3.43
C 0.52 -4.95 -2.34
C -0.57 2.31 -4.26
C -0.56 4.68 -3.87
C 3.05 -1.02 0.09
C -0.33 0.84 4.38
C 2.62 3.02 1.24
C -1.01 3.84 0.19
C -3.15 -2.60 -0.62
C -0.73 1.96 -2.89
C -0.70 4.47 -2.48
C 2.92 0.67 -1.43
C -3.59 -3.95 -0.03
C 5.08 0.03 -0.63
C -0.79 3.13 -2.00
C 4.30 0.84 -1.43
C -0.75 5.50 -1.51
H -0.97 5.97 0.56
H -0.07 -4.50 -3.14
H -0.66 6.52 -1.83
H 0.68 2.14 1.70
H -3.94 -2.20 -1.25
H 2.27 1.31 -2.04
H 4.75 1.61 -2.05
H -1.18 3.57 1.23
H 1.94 -3.27 -2.31
H 6.83 1.03 0.11
H -1.98 -3.47 -2.25
H 0.75 0.82 4.23
H -4.53 -3.84 0.51
H -1.21 -5.20 -1.01
H 2.46 -4.64 -3.30
H 2.54 -4.74 -1.53
H -0.39 3.79 -5.80
H -3.01 -1.88 0.18
H -0.20 0.64 6.53
H 6.99 0.45 -1.55
H 0.58 -6.02 -2.55
H 7.07 -0.69 -0.19
H 5.00 -1.58 0.80
H -4.07 0.77 4.78
H 2.51 -1.76 0.70
H -2.84 -4.32 0.67
H -3.74 -4.70 -0.82
H 0.36 -5.19 -0.17
H -1.69 -1.73 -1.98
```

As for the energy above the lowest of the compared OMol25 structures with the same formula, charge and spin: 37.2 kcal per mole. The gap between HOMO and LUMO is 6.505 eV. For the LUMO energy, the calculation gives 3.5439 eV. The maximum force is 0.89 eV Å⁻¹. Its total charge is -2. The HOMO energy comes out at -2.96 eV.

=====

[6]
C29H29Cl5GeN6O5SeSiTi | ωB97M-V/def2-TZVPD

Geometry as XYZ:
```
78
Properties=species:S:1:pos:R:3
Se 1.23 4.79 -5.01
Ge -1.18 1.35 3.58
Ti -0.03 -0.04 0.85
Cl -2.72 2.76 2.44
Cl 0.03 3.10 4.56
Cl -2.63 0.98 5.26
Cl 0.00 -2.45 4.22
Cl 1.47 -0.25 5.47
Si -2.66 -2.21 1.33
O 1.28 -0.68 2.21
O 1.14 4.25 1.23
O -1.54 -0.99 1.29
O 3.34 -1.28 2.83
O 0.66 2.06 1.40
N 2.31 3.74 -4.04
N 2.57 2.96 2.30
N -0.24 4.17 -4.20
N 1.56 0.50 -0.56
N 2.86 1.82 3.02
N -1.02 1.04 -0.60
C -1.28 -1.74 -3.70
C 1.43 -2.74 0.14
C 0.42 -3.42 -3.85
C 2.06 -3.79 -0.58
C -2.16 2.80 -2.46
C 1.39 3.01 1.64
C -3.77 -1.88 2.80
C 0.13 -2.18 -1.75
C 3.43 1.78 -2.13
C 2.85 0.22 -0.42
C -1.89 -3.91 1.47
C -0.93 -1.50 -2.40
C 2.09 2.07 -2.27
C -0.80 2.58 -2.43
C 1.57 -1.64 4.36
C -0.14 4.47 0.62
C 1.57 3.05 -3.23
C 3.83 0.84 -1.19
C 1.17 1.39 -1.47
C -0.26 1.67 -1.51
C -0.58 -2.70 -4.45
C -2.95 2.11 -1.54
C 0.50 -1.88 -0.38
C -2.35 1.27 -0.62
C 0.78 -3.19 -2.50
C -3.69 -2.20 -0.24
C 0.13 3.29 -3.32
C 1.77 -4.00 -1.89
C 2.13 -1.16 3.00
H 2.27 -2.35 4.80
H -0.20 3.95 -0.33
H -2.11 -1.20 -4.15
H -4.35 -2.77 3.05
H -3.13 -2.62 -1.08
H 3.84 1.57 2.95
H -1.51 -0.79 -1.84
H 2.26 -4.77 -2.47
H -1.53 -4.13 2.48
H -4.56 -2.83 -0.07
H -3.20 -1.58 3.68
H 2.51 1.88 3.97
H -4.02 2.26 -1.50
H -4.47 -1.07 2.59
H 3.09 -0.50 0.36
H -0.85 -2.89 -5.49
H -0.93 4.12 1.28
H -2.64 -4.65 1.21
H -2.90 0.76 0.16
H -2.59 3.50 -3.16
H 1.76 -2.62 1.17
H -0.19 5.55 0.47
H 2.79 -4.41 -0.08
H 0.95 -4.19 -4.40
H 2.90 3.87 2.62
H -1.05 -4.00 0.78
H 4.16 2.30 -2.74
H -4.04 -1.21 -0.52
H 4.86 0.59 -1.04
```

As for the energy above the lowest of the compared OMol25 structures with the same formula, charge and spin: 5.9 kcal per mole. The gap between HOMO and LUMO (spin up / spin down) is 5.189 / 5.997 eV. For the LUMO energy (spin up / spin down), the calculation gives 0.8250 / 0.8446 eV. The spin multiplicity is 2. The maximum force is 2.29 eV Å⁻¹. Its total charge is -1. The HOMO energy (spin up / spin down) comes out at -4.36 / -5.15 eV.

=====

[7]
C29H29ClN4O2 | ωB97M-V/def2-TZVPD

Geometry as XYZ:
```
65
Properties=species:S:1:pos:R:3
Cl 2.00 -4.36 -1.00
O -2.05 -0.70 -4.23
O 1.05 1.21 -1.24
N 3.39 -0.32 1.36
N 5.99 1.62 5.66
N -5.68 0.70 -4.54
N -3.79 -0.84 0.55
C -6.03 -1.67 0.37
C -5.09 0.84 -5.73
C 5.75 0.78 6.66
C 0.31 -0.64 -4.06
C 3.40 0.89 0.79
C -0.24 -0.79 -1.29
C -7.17 1.12 -6.86
C -1.12 -1.33 -2.13
C 4.30 -0.56 2.29
C -5.10 -0.36 -1.40
C -1.07 -0.89 -3.55
C 6.20 0.97 7.96
C 6.95 2.11 8.23
C 6.71 2.71 5.94
C 5.25 0.36 2.70
C -7.00 0.77 -4.51
C 0.72 0.21 -1.85
C -6.17 -1.08 -0.88
C 4.31 1.88 1.13
C 1.76 -2.77 -0.20
C 0.34 -2.60 0.31
C -7.80 0.97 -5.63
C -5.79 1.05 -6.91
C 5.25 1.61 2.10
C -0.15 -1.15 0.17
C 1.20 -0.09 -3.23
C -4.82 -1.52 1.04
C -3.94 -0.28 -0.65
C 7.21 2.99 7.20
H 5.97 0.11 3.47
H -0.31 -3.23 -0.31
H 5.97 0.25 8.73
H 2.22 0.12 -3.50
H -7.75 1.28 -7.76
H -4.01 0.77 -5.73
H 7.32 2.29 9.23
H 6.89 3.38 5.11
H 2.64 1.06 0.03
H 5.16 -0.10 6.41
H -5.26 1.15 -7.85
H -7.09 -1.17 -1.43
H 0.55 -0.91 -5.08
H 2.05 -2.02 -0.92
H -6.83 -2.23 0.81
H 5.98 2.36 2.40
H 7.79 3.89 7.37
H -5.15 0.11 -2.38
H -3.08 0.27 -1.02
H -7.46 0.66 -3.53
H -1.84 -2.07 -1.79
H 0.23 -2.96 1.33
H -8.87 1.02 -5.54
H -4.67 -1.97 2.01
H -1.11 -1.02 0.67
H 0.60 -0.50 0.64
H 4.27 2.85 0.63
H 4.27 -1.55 2.74
H 2.47 -2.71 0.63
```

The gap between HOMO and LUMO is 8.624 eV. For the LUMO energy, the calculation gives -0.7625 eV. The SMILES is O=C1C=CC(=O)C(CCCCl)=C1.c1ccncc1.c1ccncc1.c1ccncc1.c1ccncc1. The maximum force is 0.72 eV Å⁻¹. Its total charge is 0. The HOMO energy comes out at -9.39 eV.

=====

What did the fourth record say?
C29H28N2O5S2 | ωB97M-V/def2-TZVPD

Geometry as XYZ:
```
66
Properties=species:S:1:pos:R:3
S -1.21 0.00 -1.83
S 1.68 -0.64 -1.55
O 0.52 1.59 -0.59
O 2.46 0.22 -2.44
O -2.30 -0.35 -0.94
O 2.35 -1.39 -0.51
O -1.36 1.08 -2.79
N -3.74 -1.04 3.06
N 2.94 -1.44 3.72
C -0.82 0.64 4.17
C -2.84 -1.92 2.55
C 1.84 -2.21 3.52
C 1.30 -2.71 -3.44
C 0.48 -3.51 -4.24
C -0.89 -3.22 -4.35
C -1.32 1.68 4.95
C 3.15 2.00 2.29
C -1.43 -2.12 -3.66
C 1.62 -0.30 2.30
C 0.92 2.60 -1.57
C -1.52 -1.37 2.65
C -2.69 1.97 4.98
C 1.89 1.99 1.71
C 0.31 0.29 -0.94
C -0.62 -1.42 -2.76
C 0.73 -1.71 -2.64
C -3.08 0.08 3.58
C 1.67 -3.50 4.21
C -3.24 -3.25 2.05
C 4.09 -1.80 4.55
C -5.18 -1.25 3.12
C -0.33 -1.84 2.08
C -3.60 1.13 4.31
C 1.11 0.83 1.70
C -1.69 -0.17 3.46
C 3.65 0.89 3.00
C 0.96 -1.53 2.61
C 2.86 -0.25 2.98
H 4.57 -2.72 4.18
H 0.90 -4.33 -4.82
H -3.86 -3.25 1.14
H -4.68 1.26 4.40
H 1.72 -3.39 5.31
H 2.41 -4.27 3.90
H -3.05 2.81 5.56
H 0.25 0.44 4.11
H 0.14 0.75 1.24
H 0.67 -3.86 3.94
H 1.20 3.48 -0.98
H -1.53 -3.81 -5.01
H 4.58 0.91 3.56
H 1.77 2.18 -2.11
H -0.62 2.27 5.56
H 0.04 2.73 -2.19
H -2.46 -1.81 -3.83
H -5.63 -0.33 3.52
H 1.51 2.91 1.25
H -0.39 -2.49 1.23
H -5.44 -2.09 3.78
H -2.30 -3.78 1.83
H 3.74 2.92 2.23
H -5.58 -1.45 2.11
H -3.78 -3.79 2.85
H 4.82 -0.99 4.49
H 2.38 -2.85 -3.44
H 3.79 -1.95 5.60
```

As for the energy above the lowest of the compared OMol25 structures with the same formula, charge and spin: 0.2 kcal per mole. The gap between HOMO and LUMO is 4.245 eV. For the LUMO energy, the calculation gives -1.9053 eV. The maximum force is 3.07 eV Å⁻¹. Its total charge is 0. The HOMO energy comes out at -6.15 eV.

=====

> Which value of maximum force does entry 5 give?

0.89 eV Å⁻¹